Entry 1:
DFT (the ωB97M-V functional and the def2-TZVPD basis) results for C5H7N in the gas phase in a non-equilibrium geometry.

Calculated values
E_LUMO: 1.01 eV
energy: -249.3745 a.u.
ΔE to the lowest compared entry with this formula, charge and spin: 259.1 kJ/mol
spin multiplicity: 1
orbital gap: 0.337 Ha
SMILES string: Cn1cccc1

Element x y z (Å)
C (1.828, -0.120, 0.144)
C (-0.121, 1.013, -0.207)
C (-1.486, 0.859, 0.063)
C (-1.802, -0.561, 0.150)
C (-0.496, -1.164, -0.091)
H (2.119, -1.045, 0.137)
H (2.579, 0.461, -0.635)
H (1.906, 0.436, 1.129)
H (0.406, 2.101, -0.045)
H (-2.263, 1.681, -0.082)
H (-2.806, -1.208, 0.038)
H (-0.287, -2.270, -0.388)
N (0.423, -0.183, -0.212)

Cartesian forces (eV/Å) of the 2 atoms listed first:
C 0.512 5.440 -0.976
C -2.988 4.819 1.626


Entry 2:
DFT (the ωB97M-V functional and the def2-TZVPD basis) results for 2 unconnected molecules or ions with the total composition C5H7N.

Calculated values
E_LUMO: 0.60 eV
energy: -249.3467 a.u.
ΔE to the lowest compared entry with this formula, charge and spin: 332.3 kJ/mol
spin multiplicity: 1
orbital gap: 0.393 Ha
SMILES string: [H]/N=C\C=C.C#C

Element x y z (Å)
C (1.137, 1.049, 0.515)
C (-1.878, 1.046, -1.831)
C (-1.814, -0.104, -1.482)
C (0.371, -1.246, 1.032)
N (0.379, -1.828, -0.101)
C (1.014, 0.042, 1.379)
H (1.603, 1.986, 0.806)
H (0.740, 0.986, -0.497)
H (-1.958, 2.063, -2.149)
H (-1.710, -1.119, -1.154)
H (-0.183, -1.741, 1.837)
H (0.948, -1.291, -0.762)
H (1.351, 0.157, 2.408)

Cartesian forces (eV/Å) of the 2 atoms listed first:
C -0.038 -0.100 0.118
C -0.033 -0.524 0.128


Entry 3:
DFT (the ωB97M-V functional and the def2-TZVPD basis) results for a molecular structure, C5H7N in a non-equilibrium geometry.

Calculated values
E_LUMO: 0.80 eV
energy: -249.3016 a.u.
ΔE to the lowest compared entry with this formula, charge and spin: 450.7 kJ/mol
spin multiplicity: 1
orbital gap: 0.358 Ha

Element x y z (Å)
C (-1.646, -0.084, -0.175)
C (-1.029, 1.225, 0.053)
C (0.942, -0.390, 0.729)
C (1.104, -0.450, -0.780)
C (-0.163, 0.101, -0.195)
N (-2.670, -0.771, 0.101)
H (-1.139, 1.956, -0.721)
H (-0.833, 1.900, 1.195)
H (0.608, -1.292, 1.223)
H (1.429, 0.325, 1.567)
H (1.618, 0.329, -1.319)
H (1.130, -1.353, -1.268)
H (-2.567, -1.730, -0.181)

Cartesian forces (eV/Å) of the 2 atoms listed first:
C 1.123 -0.588 2.578
C 0.133 4.399 2.734


Entry 4:
DFT (the ωB97M-V functional and the def2-TZVPD basis) results for a molecular structure, C5H7N in a non-equilibrium geometry.

Calculated values
E_LUMO (alpha / beta): 0.64 / 0.64 eV
energy: -249.3030 a.u.
ΔE to the lowest compared entry with this formula, charge and spin: 447.1 kJ/mol
spin multiplicity: 1
orbital gap (alpha / beta): 0.290 / 0.290 Ha

Element x y z (Å)
C (0.153, 1.385, 0.497)
C (-1.305, 1.038, 0.421)
C (0.034, -0.919, -0.571)
C (1.416, -0.353, -0.411)
C (-0.846, -0.331, 0.445)
N (1.235, 0.992, 0.109)
H (-1.716, 1.308, 1.422)
H (-1.725, 1.778, -0.344)
H (-0.326, -0.580, -1.510)
H (-0.041, -2.128, -0.663)
H (1.936, -0.956, 0.393)
H (2.179, -0.338, -1.242)
H (-0.994, -0.895, 1.453)

Cartesian forces (eV/Å) of the 2 atoms listed first:
C 0.843 0.071 0.455
C -0.788 1.400 1.186


Entry 5:
DFT (the ωB97M-V functional and the def2-TZVPD basis) results for C5H7N in the gas phase in a non-equilibrium geometry.

Calculated values
E_LUMO: 0.96 eV
energy: -249.2949 a.u.
ΔE to the lowest compared entry with this formula, charge and spin: 468.3 kJ/mol
spin multiplicity: 1
orbital gap: 0.284 Ha

Element x y z (Å)
C (0.653, -2.090, 0.167)
C (0.191, -1.430, 1.219)
C (0.979, -1.293, -0.980)
C (-0.312, 0.307, 0.116)
C (-0.860, 1.668, 0.381)
N (0.367, -0.072, -0.938)
H (0.962, -3.047, 0.111)
H (-0.174, -1.449, 2.229)
H (1.173, -1.805, -1.997)
H (-1.613, 1.799, -0.315)
H (-1.412, 1.559, 1.403)
H (-0.089, 2.520, 0.302)
H (0.519, 0.518, -1.676)

Cartesian forces (eV/Å) of the 2 atoms listed first:
C 0.794 3.359 -1.130
C -2.307 4.812 -1.638


Entry 6:
DFT (the ωB97M-V functional and the def2-TZVPD basis) results for C5H7N in the gas phase in a non-equilibrium geometry.

Calculated values
E_LUMO: 0.87 eV
energy: -249.4041 a.u.
ΔE to the lowest compared entry with this formula, charge and spin: 181.6 kJ/mol
spin multiplicity: 1
orbital gap: 0.406 Ha
SMILES string: C=CCCC#N

Element x y z (Å)
C (1.321, -0.142, 0.208)
C (-2.619, -0.057, -0.063)
C (2.446, 0.507, 0.026)
C (-0.151, 0.389, 0.051)
C (-1.371, -0.739, -0.226)
N (-3.607, 0.446, 0.223)
H (2.479, 1.537, 0.118)
H (3.421, -0.015, -0.017)
H (-0.519, 0.845, 1.044)
H (-0.136, 1.171, -0.658)
H (-1.245, -1.694, 0.345)
H (-1.368, -0.956, -1.322)
H (1.349, -1.293, 0.271)

Cartesian forces (eV/Å) of the 2 atoms listed first:
C -2.488 -2.993 -0.949
C -0.483 -0.289 1.294